# 1
ORCA calculation (ωB97M-V/def2-TZVPD) on a 2-piece molecular cluster, C3H9NO2 overall at a distorted geometry.

Geometry as XYZ:
```
15
C3H9NO2 ωB97M-V/def2-TZVPD
C -1.529 2.002 0.026
N -0.459 1.807 -1.121
H 0.070 0.999 -1.012
H -0.911 1.890 -2.039
H 1.648 -0.712 -1.386
H -1.461 3.083 0.214
H -1.168 1.468 0.821
H -2.576 1.949 -0.215
C 1.016 -1.931 1.347
C 0.707 -1.796 -0.173
O 0.394 -2.609 -0.972
O 0.997 -0.513 -0.477
H 1.325 -2.856 1.603
H 0.067 -1.603 1.896
H 1.879 -1.180 1.489
```

HOMO   -8.73 eV
LUMO   0.327 eV
2S+1   1

Löwdin atomic charges, in units of e: -0.1133 -0.0444 -0.0514 0.0502 0.2585 0.0560 0.0200 0.0490 0.0231 -0.5965 0.1284 -0.0326 0.0255 0.1148 0.1127


# 2
ORCA calculation (ωB97M-V/def2-TZVPD) on a 2-piece molecular cluster, C3H9NO2 overall at a distorted geometry.

Geometry as XYZ:
```
15
C3H9NO2 ωB97M-V/def2-TZVPD
C 1.467 1.059 -1.351
N 0.974 -0.090 -2.181
H -2.947 0.883 0.619
H 0.760 0.159 -3.087
H 1.641 -0.831 -2.291
H 0.724 1.432 -0.699
H 2.028 1.820 -2.025
H 2.276 0.648 -0.762
C -0.479 -0.832 2.009
C -1.742 -0.588 1.319
O -1.952 -1.434 0.414
O -2.490 0.610 1.465
H 0.346 -0.856 1.327
H -0.664 -1.875 2.536
H 0.057 -0.106 2.707
```

HOMO   -9.31 eV
LUMO   0.677 eV
2S+1   1

Löwdin atomic charges, in units of e: -0.1645 -0.0587 0.1376 0.0095 0.0454 0.0344 0.0939 0.0522 -0.0365 -0.4902 0.0360 0.0361 0.0639 0.1393 0.1015


# 3
ORCA calculation (ωB97M-V/def2-TZVPD) on a 2-piece molecular cluster, C3H9NO2S overall at a distorted geometry.

Geometry as XYZ:
```
16
C3H9NO2S ωB97M-V/def2-TZVPD
C 1.949 -0.028 -1.665
C -1.757 0.272 2.144
C 1.887 -1.322 -0.879
N -1.506 0.307 -0.642
O 0.211 1.344 0.892
O 1.012 -2.005 -0.403
S -0.545 0.098 0.798
H 0.958 0.274 -2.109
H 2.076 0.755 -0.953
H 2.792 -0.125 -2.483
H -2.130 1.254 2.378
H -2.681 -0.112 2.015
H -1.318 0.074 3.085
H 3.004 -1.509 -0.744
H -1.918 1.232 -0.636
H -2.035 -0.507 -0.797
```

HOMO   -9.05 eV
LUMO   0.800 eV
2S+1   1

Löwdin atomic charges, in units of e: -0.0853 -0.2438 -0.3490 -0.1564 -0.5122 -0.0158 0.8352 0.0758 0.0506 0.1197 0.0538 0.0019 0.0365 0.1155 0.0510 0.0226


# 4
ORCA calculation (ωB97M-V/def2-TZVPD) on C3H9NO2S as an isolated structure at a distorted geometry.

Geometry as XYZ:
```
16
C3H9NO2S ωB97M-V/def2-TZVPD
C -0.162 -1.427 0.829
C -1.067 0.785 -0.775
C 0.183 -0.730 -0.414
N -1.284 1.382 0.454
O 1.563 1.182 0.732
O 2.859 -0.629 -0.258
S 1.721 0.240 -0.365
H -1.115 -1.938 0.712
H 0.500 -2.230 1.338
H -0.320 -0.680 1.636
H -0.492 1.565 -1.470
H -1.912 0.370 -1.214
H 0.051 -1.257 -1.372
H -0.387 1.820 0.757
H -1.798 0.793 1.062
H 1.660 0.755 -1.650
```

HOMO   -8.69 eV
LUMO   0.460 eV
2S+1   1

Löwdin atomic charges, in units of e: -0.1590 -0.1682 -0.3617 -0.0297 -0.3618 -0.3563 0.6593 0.0747 0.1191 0.0736 0.1283 0.0617 0.0978 0.0807 0.0620 0.0794


# 5
ORCA calculation (ωB97M-V/def2-TZVPD) on a 2-piece molecular cluster, C3H9NO2S overall at a distorted geometry.

Geometry as XYZ:
```
16
C3H9NO2S ωB97M-V/def2-TZVPD
O 0.785 -2.496 -0.563
C -0.182 -1.762 -0.727
C -0.870 -0.949 0.320
C 0.051 -0.931 1.610
S 1.862 -1.171 1.765
N -2.172 -1.586 0.587
H -0.579 -1.899 -1.795
H -1.061 0.063 0.004
H -0.289 0.140 2.044
H -0.375 -1.713 2.205
H 2.106 -2.495 2.112
H -2.768 -1.509 -0.307
H -2.695 -0.927 1.275
H 2.501 6.149 -3.352
H 1.746 5.622 -2.132
O 1.941 5.463 -3.046
```

HOMO   -8.53 eV
LUMO   0.543 eV
2S+1   1

Löwdin atomic charges, in units of e: -0.0136 -0.2346 -0.4434 -0.5124 0.6712 0.0031 0.1365 0.1190 0.1184 0.0449 -0.1105 0.1067 0.1147 0.0117 0.0223 -0.0340


# 6
ORCA calculation (ωB97M-V/def2-TZVPD) on a 2-piece molecular cluster, C3H9NO2S overall at a distorted geometry.

Geometry as XYZ:
```
16
C3H9NO2S ωB97M-V/def2-TZVPD
O -2.345 -1.816 -0.027
C -1.976 -0.797 0.460
N -0.646 -0.321 0.311
C -0.272 0.952 0.776
C 0.737 1.698 -0.101
S 1.963 0.619 -0.859
H -2.616 -0.112 1.014
H -0.165 -0.849 -0.458
H -1.147 1.577 1.004
H 0.166 0.873 1.778
H 0.243 2.206 -0.931
H 1.302 2.425 0.467
H 2.728 0.481 0.235
H 1.001 -1.821 -1.735
H 0.740 -2.906 -0.721
O 0.287 -2.208 -1.212
```

HOMO (spin up / spin down)   -14.00 / -13.89 eV
Charge   +1
Expectation value of S²   0.768
LUMO (spin up / spin down)   -3.528 / -8.558 eV
2S+1   2

Löwdin atomic charges, in units of e: 0.2052 -0.2026 0.1721 -0.2125 -0.4883 0.8147 0.1540 0.0703 0.1495 0.1693 0.0890 0.0837 -0.0940 0.0396 0.0950 -0.0449


# 7
ORCA calculation (ωB97M-V/def2-TZVPD) on one molecule with the formula C3H9NO2S2 at a distorted geometry.

Geometry as XYZ:
```
17
C3H9NO2S2 ωB97M-V/def2-TZVPD
C 0.940 1.688 -0.098
C -1.648 -0.362 -1.999
C -0.014 -0.761 2.074
N 0.450 0.404 -0.357
O 0.392 -1.965 -0.283
O 2.346 -0.851 0.976
S 0.076 0.317 -1.979
S 0.943 -0.927 0.554
H 1.968 1.689 -0.077
H 0.426 2.411 -0.882
H 0.530 2.135 0.824
H -2.312 0.019 -2.827
H -1.966 -0.032 -1.081
H -1.644 -1.386 -1.956
H -0.607 -1.637 2.120
H 0.672 -0.893 2.804
H -0.552 0.150 2.187
```

HOMO   -8.54 eV
LUMO   0.717 eV
2S+1   1

Löwdin atomic charges, in units of e: -0.2279 -0.3149 -0.0893 -0.6774 -0.3427 -0.3096 0.8937 0.6393 0.0501 0.1055 0.0838 0.0696 -0.0091 -0.0120 0.0576 0.0182 0.0648


# 8
ORCA calculation (ωB97M-V/def2-TZVPD) on a 2-piece molecular cluster, C3H9NO3 overall at a distorted geometry.

Geometry as XYZ:
```
16
C3H9NO3 ωB97M-V/def2-TZVPD
C -0.149 -1.363 -0.186
C 0.930 1.745 1.125
C -1.001 -2.029 0.832
N -0.040 0.215 -1.842
O -0.707 -0.519 -0.966
O -1.014 1.014 -2.486
O 1.737 0.950 0.295
H -0.573 1.314 -3.286
H 1.361 0.942 -0.604
H 0.919 -1.534 -0.227
H -1.998 -1.592 0.821
H -0.071 1.323 1.251
H 1.418 1.784 2.090
H 0.829 2.764 0.731
H -0.559 -1.914 1.823
H -1.081 -3.100 0.629
```

HOMO (spin up / spin down)   -8.23 / -7.40 eV
LUMO (spin up / spin down)   0.805 / 0.460 eV
2S+1   1

Löwdin atomic charges, in units of e: -0.1793 -0.1711 -0.0496 -0.0686 -0.0412 -0.0571 -0.1501 0.0834 0.0318 0.1300 0.0856 0.0700 0.0748 0.0811 0.0815 0.0790


# 9
ORCA calculation (ωB97M-V/def2-TZVPD) on a 2-piece molecular cluster, C3H9NO3 overall at a distorted geometry.

Geometry as XYZ:
```
16
C3H9NO3 ωB97M-V/def2-TZVPD
C -0.740 0.228 0.700
N 0.653 -0.092 0.252
C 1.778 0.707 0.330
O 2.605 0.256 1.344
O 2.178 1.556 -0.401
C -1.476 -1.065 0.807
H -0.651 0.685 1.693
H -1.067 0.928 -0.059
H 0.888 -1.030 -0.011
H 3.422 0.776 1.210
H -2.469 -0.903 1.218
H -0.925 -1.862 1.306
H -1.564 -1.484 -0.202
H -0.169 0.117 -2.379
H -1.415 0.654 -3.333
O -1.049 0.531 -2.476
```

HOMO   -9.34 eV
LUMO   0.674 eV
2S+1   1

Löwdin atomic charges, in units of e: -0.2293 0.0186 -0.5843 0.0737 0.1224 -0.0998 0.1186 0.0941 0.1242 0.1185 0.0786 0.0782 0.0739 0.0486 0.0178 -0.0538


# 10
ORCA calculation (ωB97M-V/def2-TZVPD) on a 2-piece molecular cluster, C3H9NO3 overall at a distorted geometry.

Geometry as XYZ:
```
16
C3H9NO3 ωB97M-V/def2-TZVPD
C -0.997 0.501 1.078
C -1.396 -0.129 -1.219
N -0.439 -0.122 -0.117
O -0.316 -1.655 0.265
H 0.631 -1.897 0.220
H -2.284 -0.722 -0.977
H -1.621 -0.197 1.649
H -1.616 1.374 0.846
H -0.182 0.830 1.728
H -1.743 0.884 -1.452
H -0.920 -0.544 -2.111
C 1.998 0.187 -0.354
O 2.329 1.180 0.505
O 2.213 -0.996 -0.049
H 2.293 0.763 1.388
H 2.051 0.541 -1.397
```

HOMO   -9.76 eV
LUMO   0.794 eV
2S+1   1

Löwdin atomic charges, in units of e: -0.0890 -0.0940 -0.2305 -0.0786 0.0471 0.0871 0.0899 0.0879 0.0715 0.0870 0.0859 -0.3671 0.0551 -0.0208 0.1212 0.1473


# 11
ORCA calculation (ωB97M-V/def2-TZVPD) on a 2-piece molecular cluster, C3H9NO3 overall at a distorted geometry.

Geometry as XYZ:
```
16
C3H9NO3 ωB97M-V/def2-TZVPD
C 0.690 -0.331 -0.976
C -0.353 -1.022 -0.129
C -1.625 -1.324 -0.933
O -2.444 -2.258 -0.448
O -1.952 -0.573 -1.816
N 1.890 0.058 -0.270
H 1.009 -0.969 -1.804
H 0.235 0.565 -1.399
H -0.017 -1.933 0.375
H -0.744 -0.346 0.638
H -3.381 -2.148 -0.691
H 2.716 -0.489 -0.381
H 1.828 0.292 0.710
H -0.012 3.749 2.340
H 1.233 2.907 2.353
O 0.925 3.823 2.430
```

HOMO   -9.23 eV
LUMO   0.394 eV
2S+1   1

Löwdin atomic charges, in units of e: -0.2850 -0.1054 -0.5326 0.1054 0.0959 -0.0093 0.1269 0.1095 0.1211 0.1282 0.1365 0.0533 0.0579 0.0149 0.0322 -0.0495


# 12
ORCA calculation (ωB97M-V/def2-TZVPD) on a 2-piece molecular cluster, C3H9NO3 overall at a distorted geometry.

Geometry as XYZ:
```
16
C3H9NO3 ωB97M-V/def2-TZVPD
O 2.559 -0.488 -0.255
C 1.360 -0.417 -0.169
N 0.801 0.598 0.606
C -0.511 0.684 1.152
O -0.822 -0.366 2.069
C 0.395 -1.276 -0.956
H 1.537 1.235 0.869
H -1.238 0.563 0.354
H -0.573 1.617 1.709
H -0.069 -0.569 2.628
H 0.465 -1.017 -2.009
H -0.615 -1.074 -0.608
H 0.596 -2.332 -0.802
H -3.082 1.380 -2.920
H -3.189 0.366 -1.736
O -2.658 1.062 -2.123
```

HOMO   -9.86 eV
LUMO   0.597 eV
2S+1   1

Löwdin atomic charges, in units of e: 0.0623 -0.5201 0.0635 -0.2587 -0.0537 0.0159 0.1376 0.1016 0.1260 0.0847 0.0919 0.0545 0.0882 0.0316 0.0298 -0.0552


# 13
ORCA calculation (ωB97M-V/def2-TZVPD) on a 2-piece molecular cluster, C3H9NO3 overall at a distorted geometry.

Geometry as XYZ:
```
16
C3H9NO3 ωB97M-V/def2-TZVPD
O 0.389 2.850 -0.854
C 0.436 1.736 -0.357
N 0.661 0.601 -1.173
C 0.683 -0.760 -0.773
O -0.689 -1.211 -0.963
C -0.117 1.312 1.026
H 0.752 0.686 -2.195
H 1.062 -0.934 0.330
H 1.407 -1.361 -1.354
H -1.266 -0.401 -1.223
H 0.709 1.610 1.742
H -0.370 0.192 1.074
H -1.043 1.903 1.200
H -0.114 -3.414 2.359
H -1.391 -3.608 1.678
O -1.000 -3.214 2.470
```

HOMO   -10.09 eV
LUMO   0.587 eV
2S+1   1

Löwdin atomic charges, in units of e: 0.0450 -0.4868 0.0211 -0.2890 -0.1110 -0.0077 0.1560 0.1444 0.1202 0.1371 0.1014 0.0779 0.0928 -0.0158 0.0454 -0.0310


# 14
ORCA calculation (ωB97M-V/def2-TZVPD) on C3H9NO3 as an isolated structure at a distorted geometry.

Geometry as XYZ:
```
16
C3H9NO3 ωB97M-V/def2-TZVPD
O 1.372 -2.419 -1.664
O -0.176 -2.328 0.137
C 0.650 -1.835 -0.845
N -0.677 0.058 0.048
C -0.566 1.499 0.014
C 0.463 -0.369 -0.770
H -0.515 -1.451 0.464
H -1.573 -0.177 -0.399
H 0.309 1.745 0.639
H -1.447 2.025 0.419
H -0.380 1.863 -1.010
H 0.202 -0.208 -1.834
H 1.441 0.116 -0.587
O 0.149 0.435 2.163
H 1.031 0.798 1.924
H -0.286 0.248 1.300
```

HOMO   -10.59 eV
LUMO   0.355 eV
2S+1   1

Löwdin atomic charges, in units of e: 0.0875 0.0992 -0.4668 -0.1626 -0.1006 -0.1281 0.0591 0.1762 0.0903 0.1181 0.1016 0.1526 0.1660 -0.1091 0.0464 -0.1300


# 15
ORCA calculation (ωB97M-V/def2-TZVPD) on a 2-piece molecular cluster, C3H9NO3 overall at a distorted geometry.

Geometry as XYZ:
```
16
C3H9NO3 ωB97M-V/def2-TZVPD
O -3.553 0.330 1.729
O -1.443 0.817 1.243
C -2.347 -0.009 1.669
N -0.212 0.364 -1.222
C -0.071 0.442 1.240
C 0.231 -0.364 -0.014
H -1.905 -1.017 1.794
H 0.062 1.353 -1.242
H -1.238 0.353 -1.237
H 0.146 -0.170 2.137
H 0.531 1.369 1.312
H -0.257 -1.356 0.030
H 1.320 -0.528 -0.119
O 3.241 -0.756 -2.411
H 2.324 -1.045 -2.622
H 3.172 0.218 -2.289
```

HOMO   -10.05 eV
LUMO   0.570 eV
2S+1   1

Löwdin atomic charges, in units of e: 0.0371 -0.0315 -0.3378 -0.0065 -0.1879 -0.2522 0.1479 0.0776 0.0722 0.1271 0.1361 0.1195 0.1080 -0.0940 0.0408 0.0437


# 16
ORCA calculation (ωB97M-V/def2-TZVPD) on a 2-piece molecular cluster, C3H9NO3 overall at a distorted geometry.

Geometry as XYZ:
```
16
C3H9NO3 ωB97M-V/def2-TZVPD
C 0.317 -1.891 -0.514
N -0.060 -1.211 0.668
C 0.952 -0.240 1.107
C 1.125 0.905 0.129
O 0.093 1.872 0.124
O -0.543 -2.237 -1.299
H 1.325 -2.010 -0.908
H -1.015 -1.005 0.864
H 0.438 0.214 1.988
H 1.933 -0.706 1.322
H 1.963 1.547 0.451
H 1.368 0.613 -0.874
H -0.670 1.649 -0.445
H -1.935 1.164 -1.449
H -3.113 0.546 -0.572
O -2.179 0.789 -0.594
```

HOMO   -9.26 eV
LUMO   0.498 eV
2S+1   1

Löwdin atomic charges, in units of e: -0.3315 0.0215 -0.1872 -0.2734 -0.0817 -0.0001 0.1338 0.1102 0.1335 0.1243 0.1213 0.1062 0.0313 0.0638 0.0737 -0.0457


Per-record ΔE to the lowest compared entry with this formula, charge and spin, kJ/mol: 258.8, 219.3, 354.0, 385.7, 317.3, 102.9, 316.5, 645.5, 133.5, 325.8, 104.4, 95.7, 178.9, 311.3, 171.0, 202.7
Per-record E_tot, eV: -8840.273, -8840.682, -19674.744, -19674.416, -19675.125, -19668.077, -30510.083, -10883.891, -10889.198, -10887.204, -10889.500, -10889.590, -10888.727, -10887.355, -10888.809, -10888.480